(1)
Density functional theory data (ωB97M-V with the def2-TZVPD basis set) for a 2-piece molecular cluster, C27H27Cl2F25N5O3P2S overall.

2S+1: 1
HOMO-LUMO gap (eV): 8.333
Total charge: +1

Last column: Löwdin charge in e.
Element x y z (Å)
C -0.1073 1.4966 3.2235  -0.13
C 0.2526 0.7985 1.8876  -0.38
P 1.8936 -0.0672 2.0733  1.05
C 2.9955 1.0525 1.1101  -0.26
N 1.8602 -1.6505 1.3009  -0.17
C 1.5219 -1.7333 -0.0866  -0.34
N 2.4532 -1.6907 -1.0310  -0.06
P 4.1987 -1.4975 -0.7609  0.46
S 5.1069 -2.2692 -2.2830  0.28
C 2.0677 -1.8565 -2.4416  -0.52
O 2.1842 -0.9618 -3.2379  0.16
N 1.5988 -3.1701 -2.7032  0.19
C 0.8096 -3.2375 -3.8975  -0.48
O 1.1879 -3.1190 -5.0243  0.22
F -0.4620 -3.5045 -3.6114  0.14
N 0.2310 -1.9331 -0.1619  0.06
C -0.6832 -1.3466 -1.1377  -0.07
C -0.3149 0.0702 -1.5615  -0.04
C -1.1760 0.5760 -2.7085  -0.42
F -2.4068 0.8333 -2.2296  0.15
F -1.3342 -0.4322 -3.6039  0.13
C -0.5455 1.7400 -3.5092  -0.36
F 0.7198 1.3648 -3.7908  0.15
F -1.1548 1.8415 -4.6914  0.19
C -0.4197 3.1130 -2.7957  -0.32
F 0.3394 2.8988 -1.6861  0.13
F 0.3278 3.8764 -3.5942  0.18
C -1.7292 3.8014 -2.3357  -0.32
F -2.0435 3.2970 -1.1261  0.15
F -2.7168 3.3974 -3.1475  0.17
C -1.7965 5.3566 -2.2669  -0.34
F -1.1748 5.9916 -3.2572  0.19
F -3.1043 5.6556 -2.4171  0.15
C -1.4039 6.0485 -0.9189  -0.34
F -2.2136 5.7102 0.0904  0.17
F -1.6599 7.3492 -1.1429  0.17
C 0.1009 5.9574 -0.4890  -0.33
F 0.5141 7.1970 -0.1884  0.17
F 0.9044 5.5226 -1.4643  0.17
C 0.3517 5.1490 0.8268  -0.54
F 1.6583 4.8985 0.9395  0.18
F -0.0333 5.8755 1.8625  0.21
F -0.2749 3.9664 0.8308  0.15
C -0.2815 -2.6706 1.0367  -0.20
N -0.7951 -3.9043 0.5354  0.13
C -1.7418 -4.4676 1.2083  -0.34
C -3.0325 -3.7899 1.6222  0.00
C -1.5965 -5.9186 1.5557  -0.02
C 1.0769 -2.7666 1.8618  -0.24
C 1.8717 -4.0273 1.3810  -0.04
C 1.9809 -5.2090 2.3437  -0.23
O 3.0656 -5.5636 2.7501  0.09
C 0.6812 -2.7397 3.3350  -0.37
F -0.1017 -3.8011 3.6017  0.15
F -0.1058 -1.6699 3.6189  0.11
C 1.8495 -2.7491 4.3963  -0.35
F 3.0450 -2.6105 3.8062  0.15
F 1.8563 -3.9492 4.9963  0.16
C 1.7280 -1.7197 5.5588  -0.55
F 1.8323 -0.4551 5.1746  0.15
F 0.6279 -1.9332 6.2752  0.20
F 2.7740 -1.9696 6.3683  0.18
H -0.7659 0.8864 3.8312  0.07
H 0.7935 1.7447 3.7808  0.06
H -0.6304 2.4235 3.0054  0.06
H -0.5359 0.0775 1.6831  0.06
H 0.3106 1.5735 1.1258  0.05
H 2.8702 2.0199 1.5935  0.05
H 2.7341 1.1343 0.0551  0.03
H 4.0300 0.7628 1.2592  0.02
H 4.4802 -2.2439 0.3917  0.00
H 4.5223 -0.1410 -0.6623  -0.01
H 2.4362 -3.7444 -2.8218  0.15
H -0.8212 -2.0368 -1.9655  0.11
H -1.6656 -1.2968 -0.6710  0.15
H -0.5788 0.7158 -0.7238  0.11
H 0.7411 0.2456 -1.7311  0.11
H -1.0712 -2.0147 1.4189  0.14
H -3.4004 -3.2243 0.7717  0.09
H -3.7428 -4.5666 1.8746  0.09
H -2.8524 -3.1216 2.4637  0.09
H -2.4190 -6.5039 1.1456  0.10
H -1.4724 -6.0390 2.6295  0.10
H -0.6896 -6.2847 1.0840  0.08
H 1.4887 -4.4007 0.4306  0.12
H 2.8922 -3.7077 1.2089  0.10
H 1.0810 -5.7689 2.6424  0.12
C -5.7213 5.9144 -4.7445  -1.03
Cl -7.3243 5.3546 -4.2562  0.51
Cl -5.1578 5.1043 -6.2110  0.50
H -5.7667 6.9806 -4.9329  0.03
H -5.0219 5.7060 -3.9451  -0.01

Cartesian forces (eV/Å) of the 6 atoms listed first:
0.19 0.08 -0.44
0.16 0.01 0.29
-0.09 0.51 1.46
-0.43 -0.75 -0.13
1.02 0.21 -1.02
-0.50 -0.01 2.20


(2)
Density functional theory data (ωB97M-V with the def2-TZVPD basis set) for an isolated ion of composition C4H10N and charge +1.

2S+1: 1
HOMO-LUMO gap (eV): 10.679
SMILES: C=[NH+]CCC
Relative energy (zero: lowest compared OMol25 entry of this formula, charge and spin) (kcal per mole): 32.2
Total charge: +1

Last column: natural (NBO) charge in e.
Element x y z (Å)
C 0.5763 -1.9278 0.6655  0.11
N 0.3740 -0.8223 1.2452  -0.36
C 0.2107 0.4800 0.5112  -0.23
C -0.2793 0.3293 -0.9015  -0.45
C -0.7650 1.7148 -1.3693  -0.60
H 0.8406 -2.0138 -0.3775  0.22
H 0.9243 -2.8645 1.0976  0.24
H 0.2632 -0.8739 2.2438  0.44
H -0.3958 1.1435 1.1216  0.24
H 1.2266 0.8545 0.5431  0.24
H 0.4747 -0.0233 -1.6075  0.22
H -1.0891 -0.3788 -1.0938  0.23
H -0.7751 1.7464 -2.4557  0.24
H -0.1712 2.5727 -1.0490  0.22
H -1.7541 1.8840 -0.9423  0.22

Cartesian forces (eV/Å) of the 6 atoms listed first:
2.29 -0.84 -0.80
-0.88 -0.59 -0.62
0.41 -0.84 0.57
-0.03 0.65 -1.15
-0.17 -0.02 0.08
-0.83 0.79 -0.59


(3)
Density functional theory data (ωB97M-V with the def2-TZVPD basis set) for an isolated molecule of C7H9N2P.

2S+1: 1
HOMO-LUMO gap (eV): 8.448
SMILES: [H]/N=c1\ccccn1P1CC1
Relative energy (zero: lowest compared OMol25 entry of this formula, charge and spin) (kcal per mole): 42.1

Last column: natural (NBO) charge in e.
Element x y z (Å)
H 0.8869 -3.2446 -0.0657  0.36
N 0.2809 -2.4211 -0.0771  -0.77
C 0.8806 -1.2854 -0.1408  0.40
C 2.2399 -1.0494 0.1377  -0.30
C 2.7000 0.2323 0.0835  -0.12
C 1.8563 1.2839 -0.3189  -0.35
C 0.5323 1.0882 -0.4227  0.08
N 0.0316 -0.1320 -0.2931  -0.62
P -1.6300 -0.7369 -0.6354  1.02
C -2.5332 0.7892 -0.4473  -0.78
C -2.4893 -0.0552 0.7943  -0.69
H 2.7814 -1.8233 0.4971  0.22
H 3.5846 0.6168 0.3703  0.21
H 2.0627 2.3599 -0.4197  0.22
H -0.1225 1.8802 -0.5085  0.20
H -3.6096 0.8602 -0.7588  0.25
H -2.1647 1.8289 -0.5717  0.23
H -3.3472 -0.4712 1.1621  0.23
H -1.9406 0.2796 1.6149  0.23

Cartesian forces (eV/Å) of the 6 atoms listed first:
-0.04 0.61 0.20
-0.40 -0.09 -0.46
-1.35 -0.23 0.56
-0.19 3.60 -0.78
-2.56 -0.64 -1.03
-0.83 1.94 -0.19


(4)
Density functional theory data (ωB97M-V with the def2-TZVPD basis set) for C19H45I2O4P2PbSSi as an isolated structure.

2S+1: 1
HOMO-LUMO gap (spin up / spin down) (eV): 4.880 / 4.929
Total charge: +3

Last column: Löwdin charge in e.
Element x y z (Å)
I -0.8610 -0.0094 0.2647  0.68
I 1.7853 0.5430 -0.1870  0.70
Pb -0.7115 -0.7909 -4.3877  1.06
P -0.2149 -2.7469 -0.4224  0.64
C -0.6687 -3.7097 1.0521  -0.24
C -1.3775 -3.5158 -1.5887  -0.27
H -1.2154 -4.5902 -1.4647  0.07
H 1.1390 -4.5325 -1.2224  0.07
H -1.2067 -3.2103 -2.6325  -0.03
H 1.8724 -2.9237 -1.5918  0.04
H -1.3868 -3.1732 1.6701  0.04
H -2.3907 -3.2436 -1.2682  0.07
C 1.3650 -3.5346 -0.8420  -0.23
H -1.1234 -4.6213 0.6597  0.06
H 1.9588 -3.5933 0.0761  0.06
H 0.2220 -3.9595 1.6410  0.05
P -0.0775 2.7769 -0.6756  0.54
C -0.2709 3.4924 1.0021  -0.27
C 1.3580 3.7797 -1.2186  -0.28
H -1.5012 3.1891 -2.5729  0.05
H -1.2308 4.6156 -1.5069  0.07
H -2.4177 3.3406 -1.0370  0.07
C -1.4645 3.5421 -1.5373  -0.25
H 1.7274 3.3830 -2.1742  0.05
H 1.0437 4.8249 -1.3571  0.07
H -0.3565 4.5760 0.8214  0.08
H 0.5854 3.2817 1.6580  0.04
H 2.1645 3.7217 -0.4771  0.05
H -1.1841 3.1291 1.4967  0.06
C 0.9446 0.5323 2.2270  -1.01
O 0.5191 1.4436 2.8868  0.03
C 2.6548 2.5464 4.8884  -0.01
C 3.1038 1.0978 5.0252  -0.55
C 4.0313 0.7079 3.8595  -0.04
C 3.6459 0.7013 6.4014  0.00
O 1.7870 0.3597 5.0269  -0.19
Si 1.4266 -1.1584 4.5968  0.04
S 1.6808 -0.9922 2.4805  0.77
O 2.6229 -2.1461 5.1250  -0.14
C 2.5579 -3.4966 5.6977  -0.60
C 2.1922 -4.4813 4.5859  -0.03
C 3.9633 -3.7450 6.2520  -0.02
C 1.5141 -3.5262 6.8132  -0.02
O -0.0715 -1.7002 4.9787  -0.16
C -1.4201 -1.0163 5.3619  -0.53
C -2.3893 -1.3276 4.2361  -0.03
C -1.8258 -1.6452 6.6929  -0.02
C -1.2039 0.4792 5.4906  -0.03
H 3.5053 3.2332 4.9660  0.11
H 1.9237 2.7869 5.6686  0.10
H 2.1644 2.6989 3.9141  0.06
H 4.9443 1.3342 3.9401  0.12
H 4.3468 -0.3485 3.9026  0.09
H 3.5572 0.9335 2.8850  0.05
H 2.8856 0.9632 7.1565  0.11
H 3.8147 -0.3900 6.4304  0.08
H 4.5784 1.2097 6.6697  0.10
H 2.8722 -4.3506 3.7320  0.09
H 2.2449 -5.5227 4.9299  0.11
H 1.1647 -4.2850 4.2456  0.07
H 4.2027 -2.9925 7.0251  0.10
H 4.0430 -4.7433 6.7134  0.11
H 4.7207 -3.6549 5.4606  0.09
H 1.7078 -2.7173 7.5327  0.11
H 0.5038 -3.4116 6.4031  0.06
H 1.5456 -4.4785 7.3609  0.11
H -2.5388 -2.4090 4.0965  0.10
H -3.3709 -0.8976 4.4671  0.11
H -2.0383 -0.9124 3.2896  0.04
H -1.0432 -1.4808 7.4505  0.10
H -2.7408 -1.1893 7.0873  0.10
H -2.0211 -2.7247 6.5977  0.10
H -0.4026 0.6906 6.2100  0.10
H -0.9435 0.9108 4.5141  0.07
H -2.1329 0.9400 5.8578  0.11

Cartesian forces (eV/Å) of the 6 atoms listed first:
-3.04 -0.62 -1.75
2.85 0.37 -1.30
-0.04 0.05 -0.31
0.10 -1.02 1.09
0.00 0.23 0.17
-0.32 0.84 -0.22


Number 1: calculated total energy -164416.47390 eV, M 1109.4 u. Number 2: calculated total energy -5792.45943 eV, M 72.1 u. Number 3: calculated total energy -19671.61711 eV, M 152.1 u. Number 4: calculated total energy -87335.13558 eV, M 920.7 u.